ORCA calculation (the ωB97M-V functional and the def2-TZVPD basis) on a structure of composition C43H47N8O6SSbTl in a non-equilibrium geometry.

Atoms and positions in Å:
Tl: -0.2923 0.6292 0.5209
C: 1.5242 0.0280 -2.8677
C: 2.3926 1.0158 -2.1640
C: 3.4947 1.5452 -2.8388
C: 4.2712 2.5096 -2.2428
C: 3.9324 2.9270 -0.9642
C: 2.8489 2.3333 -0.3353
N: 2.0947 1.3878 -0.9118
Sb: 2.5481 3.1197 1.6397
C: 0.5275 3.8604 1.6181
C: 0.4299 5.1996 1.9602
C: -0.8284 5.7691 2.0671
C: -1.9306 4.9831 1.8189
C: -1.7734 3.6431 1.4653
C: -2.9869 2.8269 1.1694
N: -0.5471 3.0960 1.3800
C: 2.2523 1.3090 2.7921
C: 3.0041 1.3033 3.9597
C: 2.9377 0.2129 4.8118
C: 2.1472 -0.8529 4.4481
C: 1.4459 -0.8143 3.2466
C: 0.7284 -2.0411 2.7961
N: 1.4744 0.2658 2.4447
H: 1.3366 0.3641 -3.8879
H: 0.5661 -0.1020 -2.3745
H: 2.0231 -0.9422 -2.9336
H: 3.7144 1.1972 -3.8393
H: 5.1172 2.9413 -2.7617
H: 4.4982 3.7014 -0.4625
H: 1.3231 5.7812 2.1460
H: -0.9445 6.8084 2.3462
H: -2.9302 5.3889 1.8954
H: -3.7937 3.4644 0.8114
H: -3.3318 2.3238 2.0744
H: -2.7950 2.0643 0.4217
H: 3.6249 2.1563 4.2001
H: 3.5030 0.1940 5.7347
H: 2.0872 -1.7358 5.0700
H: 0.3508 -2.6167 3.6390
H: 1.4466 -2.6627 2.2679
H: -0.0912 -1.8231 2.1155
O: -5.0563 -2.4885 3.3367
C: -4.2243 -2.0430 4.2576
O: -4.2854 -2.3787 5.4146
C: -3.1422 -1.0947 3.8327
C: -2.2685 -0.5468 4.7455
N: -1.3976 0.2093 4.0553
N: -1.6451 0.1790 2.7389
C: -2.7061 -0.5886 2.5812
C: -3.2344 -0.7553 1.1753
O: -4.2564 -1.4345 1.0256
O: -2.5902 -0.1658 0.2689
H: -4.8514 -2.1067 2.4222
H: -2.2374 -0.6578 5.8159
H: -0.6113 0.7334 4.4043
C: -3.0105 6.4888 -4.1739
C: -3.4267 5.4055 -3.1874
N: -2.2884 4.6601 -2.6534
C: -1.8328 3.4174 -2.8800
S: -0.5622 2.8456 -1.8838
N: -2.3348 2.5877 -3.8106
C: -2.9509 2.8451 -5.1159
C: -4.3503 2.2600 -5.2226
H: -3.8869 7.0193 -4.5454
H: -2.4736 6.0670 -5.0237
H: -2.3553 7.2140 -3.6914
H: -4.1314 4.7116 -3.6274
H: -3.9309 5.8610 -2.3334
H: -1.7294 5.1463 -1.9687
H: -1.9877 1.6465 -3.6902
H: -2.3022 2.3936 -5.8695
H: -2.9528 3.9080 -5.3102
H: -4.3353 1.1891 -5.0218
H: -4.7435 2.4112 -6.2276
H: -5.0314 2.7258 -4.5097
C: 5.4099 -5.9346 -0.9437
C: 4.6284 -4.6702 -0.7156
C: 5.2925 -3.4846 -0.4297
C: 4.6037 -2.2851 -0.3038
C: 3.2291 -2.2812 -0.3959
C: 2.5438 -3.4830 -0.5961
N: 1.1358 -3.3811 -0.5882
C: 0.2152 -4.0532 0.1362
C: 0.5017 -5.0914 1.0658
C: -0.5234 -5.6319 1.7912
C: -1.8502 -5.1784 1.6153
C: -2.1396 -4.1759 0.6976
C: -1.1239 -3.6209 -0.0519
C: -1.3980 -2.5739 -1.1034
O: -2.2328 -2.8621 -1.9320
O: -0.6313 -1.5407 -1.0705
C: 3.2310 -4.6807 -0.8338
C: 2.5451 -5.9310 -1.3207
H: 6.4685 -5.7743 -0.7516
H: 5.3033 -6.2791 -1.9742
H: 5.0619 -6.7423 -0.2981
H: 6.3706 -3.4951 -0.3341
H: 5.1370 -1.3600 -0.1342
H: 2.6675 -1.3596 -0.2805
H: 0.7285 -2.5000 -0.9466
H: 1.5227 -5.3917 1.2400
H: -0.3133 -6.4102 2.5118
H: -2.6527 -5.6255 2.1864
H: -3.1541 -3.8378 0.5371
H: 1.4858 -5.7807 -1.5010
H: 2.6595 -6.7601 -0.6202
H: 3.0008 -6.2477 -2.2600

As for the total charge: +1. The energy above the lowest of the compared OMol25 structures with the same formula, charge and spin comes out at 74.4 kcal/mol. Its HOMO-LUMO gap (alpha / beta) is 2.97 / 2.97 eV. The HOMO energy (alpha / beta) comes out at -0.3321 / -0.3322 Ha.


ORCA calculation (the ωB97M-V functional and the def2-TZVPD basis) on a structure of composition C35H40BCl2MoN3O6SSi2 in a non-equilibrium geometry.

Atoms and positions in Å:
Mo: -1.0634 0.2094 0.0239
O: 0.8482 0.5117 -3.8383
C: 0.2788 0.1426 -2.8148
O: 0.3552 0.6896 -1.6255
C: -0.6172 -1.0740 -2.7907
C: -0.9666 -1.8972 -3.8940
C: -1.8224 -2.9751 -3.7385
C: -2.4097 -3.1584 -2.4822
C: -2.2023 -2.2053 -1.5026
N: -1.2504 -1.2907 -1.6310
C: -2.8987 -2.1823 -0.1117
O: -3.7253 -3.0430 0.1771
O: -2.4016 -1.2799 0.6603
H: -0.5205 -1.6699 -4.7968
H: -2.0157 -3.6829 -4.5261
H: -3.1638 -3.9583 -2.3008
C: -0.9499 -2.6629 2.5281
Si: -0.8005 -0.8398 3.1523
C: -2.2524 -0.8460 4.3465
C: 0.9258 -0.9296 3.9645
N: -0.9538 0.5325 2.0542
C: -0.7731 1.8301 2.4834
C: -0.5521 2.2163 3.7845
C: -0.4134 3.5646 4.0796
C: -0.3948 4.5384 3.0614
C: -0.6077 4.1441 1.7416
C: -0.8010 2.8081 1.4596
N: -1.0367 2.2222 0.2356
Si: -1.3228 3.2004 -1.2496
C: 0.2299 3.9625 -1.9107
C: -2.4260 4.6719 -0.9351
C: -2.1381 2.2577 -2.6361
H: -0.5955 -3.3320 3.3080
H: -0.3772 -2.8605 1.6035
H: -2.0326 -2.8086 2.3631
H: -3.1526 -0.8300 3.6721
H: -2.3352 -0.0584 5.0803
H: -2.2635 -1.8107 4.8483
H: 0.8077 -1.7075 4.7452
H: 1.2416 0.0269 4.4034
H: 1.7599 -1.2074 3.3295
H: -0.4904 1.5327 4.6015
H: -0.2797 3.8193 5.1007
H: -0.1720 5.5857 3.3040
H: -0.6736 4.8349 0.9679
H: 0.6786 4.6194 -1.1829
H: -0.0479 4.6171 -2.7657
H: 0.9217 3.2377 -2.2858
H: -1.8347 5.4939 -0.4843
H: -3.2758 4.4758 -0.2117
H: -2.9805 5.0301 -1.8240
H: -1.5815 1.8559 -3.4397
H: -2.8203 2.9631 -3.1171
H: -2.8187 1.4600 -2.2649
Cl: -4.6544 -0.1013 -4.0982
C: -5.3499 1.3055 -3.3032
C: -6.0097 2.1798 -4.1733
C: -6.5316 3.3790 -3.7064
C: -6.4214 3.6150 -2.3450
C: -5.8128 2.7042 -1.5031
Cl: -5.8009 3.2247 0.1657
C: -5.2010 1.5207 -1.9220
S: -4.5050 0.4476 -0.7666
H: -5.9928 1.8942 -5.2322
H: -6.9461 4.1158 -4.3840
H: -6.8712 4.4465 -1.8728
C: 7.1221 -3.5120 1.5598
C: 6.1791 -3.5545 0.3762
C: 7.0161 -3.2524 -0.8523
C: 5.6940 -5.0401 0.2424
C: 5.1049 -2.5504 0.5099
C: 5.4068 -1.2640 0.9741
C: 4.4445 -0.2996 1.0942
C: 3.1174 -0.6031 0.8297
O: 2.0030 0.1160 0.9446
B: 0.9200 -0.6725 0.5070
O: 1.4397 -1.9903 0.2950
C: 2.8164 -1.8853 0.4281
C: 3.7322 -2.8602 0.3094
H: 8.0058 -4.1557 1.3357
H: 6.6264 -3.8278 2.4836
H: 7.4530 -2.4855 1.7601
H: 7.8069 -3.9556 -1.0528
H: 7.4390 -2.2755 -0.7128
H: 6.4260 -3.1961 -1.7848
H: 6.5696 -5.6249 0.4769
H: 5.4207 -5.2309 -0.7910
H: 4.9416 -5.2341 0.9922
H: 6.4247 -0.9554 1.0697
H: 4.7529 0.6973 1.3552
H: 3.3987 -3.8634 0.0718

As for the total charge: -2. The energy above the lowest of the compared OMol25 structures with the same formula, charge and spin comes out at 21.1 kcal/mol. The spin multiplicity is 3. Its HOMO-LUMO gap (alpha / beta) is 4.66 / 5.43 eV. The HOMO energy (alpha / beta) comes out at -0.0372 / -0.0655 Ha.


ORCA calculation (the ωB97M-V functional and the def2-TZVPD basis) on a structure of composition C8H9NO2 in a non-equilibrium geometry.

Atoms and positions in Å:
C: 0.8248 2.3565 1.4949
C: 0.2912 1.0239 0.8592
C: 0.0563 -0.1054 1.7132
C: -0.4757 -1.6308 0.1505
C: -0.8334 -2.8619 -0.4266
C: -0.1450 -0.5139 -0.8736
C: 0.2335 0.6736 -0.4355
C: 0.6413 1.7079 -1.4898
H: 0.9047 2.1270 2.3458
H: 0.0439 3.0424 1.1236
H: 1.5433 2.6893 1.0217
H: 0.3943 0.3336 2.8479
H: -0.2352 -3.2569 -1.1721
H: -2.0496 -3.0411 -0.6542
H: -0.8277 -3.5438 0.8139
H: -1.1693 -1.1365 -2.5131
H: 0.5104 1.3168 -2.5489
N: -0.4284 -1.1884 1.3451
O: -0.2169 -0.8197 -2.2331
O: 0.9376 2.8273 -1.3691

The energy above the lowest of the compared OMol25 structures with the same formula, charge and spin comes out at 142.3 kcal/mol. Its HOMO-LUMO gap is 8.98 eV. The HOMO energy comes out at -0.3174 Ha.


ORCA calculation (the ωB97M-V functional and the def2-TZVPD basis) on a cluster of 2 separate species, C5H8O in total in a non-equilibrium geometry.

Atoms and positions in Å:
C: 1.2406 1.3980 -0.0421
C: 0.0501 1.7813 -0.4470
O: -0.8710 2.2769 -0.9687
H: 1.4840 0.9521 0.9104
H: 2.0121 1.7051 -0.7298
C: -1.4435 -0.0125 0.3644
C: -0.6634 -0.8104 -0.3547
C: 0.4967 -1.5382 0.2093
H: -1.1996 0.2268 1.3995
H: -2.3355 0.4336 -0.0498
H: -0.9075 -1.0816 -1.3808
H: -0.0586 -2.4560 0.4121
H: 1.3252 -1.7452 -0.4767
H: 0.8704 -1.1299 1.1540

The energy above the lowest of the compared OMol25 structures with the same formula, charge and spin comes out at 60.3 kcal/mol. The SMILES is C=C=O.C=CC. Its HOMO-LUMO gap is 9.79 eV. The HOMO energy comes out at -0.3220 Ha.


> Which of these has the highest energy above the lowest of the compared OMol25 structures with the same formula, charge and spin?

C8H9NO2


Please write out number 4 again, unchanged.
ORCA calculation (the ωB97M-V functional and the def2-TZVPD basis) on a cluster of 2 separate species, C5H8O in total in a non-equilibrium geometry.

Atoms and positions in Å:
C: 1.2406 1.3980 -0.0421
C: 0.0501 1.7813 -0.4470
O: -0.8710 2.2769 -0.9687
H: 1.4840 0.9521 0.9104
H: 2.0121 1.7051 -0.7298
C: -1.4435 -0.0125 0.3644
C: -0.6634 -0.8104 -0.3547
C: 0.4967 -1.5382 0.2093
H: -1.1996 0.2268 1.3995
H: -2.3355 0.4336 -0.0498
H: -0.9075 -1.0816 -1.3808
H: -0.0586 -2.4560 0.4121
H: 1.3252 -1.7452 -0.4767
H: 0.8704 -1.1299 1.1540

The energy above the lowest of the compared OMol25 structures with the same formula, charge and spin comes out at 60.3 kcal/mol. The SMILES is C=C=O.C=CC. Its HOMO-LUMO gap is 9.79 eV. The HOMO energy comes out at -0.3220 Ha.


> Look up the energy above the lowest of the compared OMol25 structures with the same formula, charge and spin of the second one.

21.1 kcal/mol